Entry 1:
DFT (ωB97M-V/def2-TZVPD) results for a structure of composition C51H63BeN8O4.

Values from the calculation:
HOMO-LUMO gap (spin up / spin down), eV: 6.364 / 6.846
E_HOMO (spin up / spin down), eV: -6.206 / -7.272
E_LUMO (spin up / spin down), eV: 0.158 / -0.426
Molar mass, g/mol: 861.1

Structure (ORCA input):
```
! wB97M-V def2-TZVPD RIJCOSX def2/J DEFGRID3
* xyz 0 2
Be -0.132 2.286 -3.131
C -0.731 -1.024 0.375
C 0.135 0.217 -0.084
O 0.045 0.483 -1.429
H -0.578 -1.302 1.418
H -0.502 -1.906 -0.224
H -1.805 -0.981 0.196
H 1.182 0.085 0.191
H -0.375 1.019 0.449
N 3.066 -2.895 2.660
C 3.643 -3.833 3.442
C 3.666 -3.764 4.851
C 2.957 -2.709 5.433
C 2.329 -1.735 4.654
C 2.307 -1.965 3.282
H 4.299 -4.488 2.888
H 4.212 -4.381 5.549
H 2.916 -2.616 6.508
H 1.746 -0.985 5.167
H 1.633 -1.396 2.659
N 1.058 -3.758 -3.800
C 0.240 -3.000 -3.013
C -0.978 -3.457 -2.639
C -1.458 -4.735 -3.037
C -0.625 -5.451 -3.888
C 0.556 -4.937 -4.346
H 0.684 -2.137 -2.539
H -1.675 -2.816 -2.119
H -2.470 -5.088 -2.901
H -1.143 -6.273 -4.360
H 1.184 -5.349 -5.122
N -2.441 1.105 -3.878
C -2.876 -0.028 -3.272
C -4.130 -0.627 -3.648
C -4.817 -0.153 -4.700
C -4.399 1.059 -5.266
C -3.197 1.665 -4.878
H -2.210 -0.375 -2.496
H -4.345 -1.531 -3.097
H -5.806 -0.533 -4.912
H -5.009 1.519 -6.029
H -2.708 2.514 -5.332
N -1.393 -6.917 0.980
C -0.779 -5.996 0.143
C -0.190 -4.842 0.585
C -0.107 -4.616 1.964
C -0.592 -5.567 2.851
C -1.257 -6.686 2.329
H -0.953 -6.157 -0.911
H -0.024 -4.058 -0.139
H 0.250 -3.645 2.275
H -0.476 -5.442 3.917
H -1.584 -7.462 3.006
N -1.535 0.235 4.944
C -1.196 1.490 5.432
C -1.120 2.610 4.593
C -1.596 2.488 3.274
C -1.914 1.211 2.829
C -1.807 0.155 3.667
H -0.911 1.586 6.470
H -0.764 3.490 5.108
H -1.598 3.343 2.614
H -2.256 1.088 1.812
H -2.209 -0.832 3.493
N 0.569 4.165 -1.081
C 0.246 4.237 0.204
C 0.286 5.349 0.995
C 0.841 6.486 0.458
C 1.297 6.466 -0.907
C 1.125 5.324 -1.579
H -0.277 3.364 0.564
H -0.222 5.357 1.948
H 0.912 7.276 1.190
H 1.761 7.324 -1.370
H 1.495 5.402 -2.591
N -2.168 3.534 -2.065
C -2.542 4.845 -2.422
C -3.743 5.468 -1.986
C -4.526 4.790 -1.049
C -4.143 3.520 -0.596
C -3.021 2.901 -1.198
H -1.996 5.415 -3.159
H -3.913 6.470 -2.352
H -5.269 5.356 -0.507
H -4.688 2.981 0.165
H -2.836 1.893 -0.857
N 2.483 2.598 -3.091
C 3.315 2.561 -1.977
C 4.633 2.966 -2.066
C 5.184 3.428 -3.236
C 4.381 3.395 -4.371
C 3.027 2.966 -4.254
H 2.855 2.193 -1.072
H 5.228 2.952 -1.165
H 6.179 3.848 -3.215
H 4.898 3.718 -5.263
H 2.345 3.087 -5.083
C 3.537 3.936 2.110
C 2.556 3.163 3.037
O 2.215 3.571 4.098
C 2.178 1.838 2.585
H 3.107 4.321 1.186
H 4.343 3.241 1.876
H 3.914 4.812 2.639
H 1.450 1.445 3.294
H 3.000 1.122 2.590
H 1.891 1.978 1.542
C -3.314 -3.676 1.183
C -3.951 -3.687 2.630
O -3.292 -3.617 3.651
C -5.439 -3.592 2.680
H -2.455 -3.009 1.114
H -4.096 -3.386 0.481
H -3.008 -4.674 0.871
H -5.821 -3.749 3.689
H -5.839 -4.316 1.970
H -5.909 -2.701 2.265
C 3.729 -2.686 -1.823
C 4.771 -1.762 -1.244
O 5.930 -2.100 -0.995
C 4.208 -0.359 -0.950
H 4.164 -3.660 -1.599
H 3.677 -2.564 -2.905
H 2.885 -2.689 -1.134
H 3.229 -0.369 -0.470
H 4.298 0.153 -1.907
H 4.888 0.180 -0.290
*
```



Entry 2:
DFT (ωB97M-V/def2-TZVPD) results for a cluster of 2 separate species, C4H11N3O2 in total.

Values from the calculation:
HOMO-LUMO gap (spin up / spin down), eV: 9.071 / 3.798
E_HOMO (spin up / spin down), eV: -12.594 / -12.566
E_LUMO (spin up / spin down), eV: -3.524 / -8.768
Molar mass, g/mol: 133.2
ΔE to the lowest compared entry with this formula, charge and spin, kcal per mole: 92.52

Structure (ORCA input):
```
! wB97M-V def2-TZVPD RIJCOSX def2/J DEFGRID3
* xyz 1 2
C -2.652 0.599 2.406
C -1.416 -0.571 0.490
N -0.413 0.162 0.541
N -2.441 -0.536 1.510
N -1.815 -1.406 -0.568
H -0.023 0.446 1.369
H 1.657 1.289 0.048
H -2.550 -1.406 1.961
H -2.947 -1.323 -0.870
H -1.001 -1.898 -1.063
H -2.381 1.564 2.102
H -2.118 0.314 3.381
H -3.751 0.719 2.414
C 3.573 -0.132 -2.303
C 2.534 0.826 -1.674
O 2.334 0.695 -0.356
O 1.931 1.722 -2.292
H 4.323 -0.179 -1.483
H 4.198 0.218 -3.102
H 2.959 -1.103 -2.511
*
```



Entry 3:
DFT (ωB97M-V/def2-TZVPD) results for the ion C29H42F2NO5 with charge +1.

Values from the calculation:
SMILES: CCCCCc1c(C)c(C[C@H](C)F)c2c(CCOC=O)[n+](CCOC(C)=O)c(O)c(C)c2c1CCCF
HOMO-LUMO gap, eV: 7.808
E_HOMO, eV: -11.819
E_LUMO, eV: -4.011
Molar mass, g/mol: 522.7

Structure (ORCA input):
```
! wB97M-V def2-TZVPD RIJCOSX def2/J DEFGRID3
* xyz 1 1
C 1.374 -5.484 -3.857
C 1.201 -4.259 -4.808
C -0.129 -3.505 -4.516
C -0.300 -3.132 -2.996
C 1.003 -2.409 -2.443
C 0.563 -1.424 -1.383
C 0.396 -1.928 -0.036
C 0.703 -3.428 0.150
C -0.008 -1.126 1.019
C -0.039 -1.847 2.362
C -1.409 -2.612 2.583
C -2.621 -2.012 1.851
F -1.681 -2.537 3.972
C -0.343 0.263 0.787
C -0.828 1.110 1.842
C -1.130 0.692 3.265
C 0.100 0.978 4.224
O 1.262 1.293 3.431
C 2.317 0.403 3.623
O 2.896 0.344 4.670
N -1.047 2.405 1.580
C -1.456 3.406 2.581
C -0.180 4.254 2.948
O -0.447 4.770 4.251
C 0.642 5.393 4.844
C 2.086 5.193 4.365
O 0.419 6.083 5.804
C -0.888 2.922 0.313
O -1.163 4.257 0.123
C -0.493 2.174 -0.763
C -0.454 2.928 -2.084
C -0.161 0.768 -0.559
C 0.310 -0.064 -1.624
C 0.580 0.383 -3.057
C -0.674 0.234 -3.998
C -0.714 1.318 -5.114
F -1.167 0.702 -6.285
H 1.685 -5.173 -2.847
H 2.147 -6.126 -4.309
H 0.435 -6.059 -3.764
H 1.153 -4.631 -5.843
H 2.068 -3.592 -4.673
H -0.938 -4.235 -4.714
H -0.277 -2.626 -5.160
H -0.510 -4.079 -2.483
H -1.125 -2.405 -2.963
H 1.693 -3.182 -2.073
H 1.495 -1.991 -3.327
H 0.319 -4.018 -0.693
H 0.240 -3.856 1.041
H 1.804 -3.520 0.187
H 0.714 -2.647 2.441
H 0.209 -1.221 3.225
H -1.268 -3.683 2.378
H -2.746 -2.484 0.862
H -2.617 -0.920 1.793
H -3.513 -2.316 2.429
H -1.969 1.240 3.725
H -1.494 -0.333 3.373
H 0.284 0.101 4.860
H -0.146 1.851 4.849
H 2.601 -0.204 2.739
H -2.269 4.057 2.229
H -1.789 3.029 3.550
H 0.659 3.537 2.929
H -0.042 5.074 2.228
H 2.732 5.753 5.051
H 2.275 5.569 3.347
H 2.371 4.130 4.465
H -0.293 4.686 0.132
H 0.588 3.069 -2.411
H -1.027 2.337 -2.812
H -0.920 3.918 -2.069
H 1.025 1.383 -3.139
H 1.349 -0.229 -3.554
H -0.635 -0.732 -4.527
H -1.603 0.210 -3.401
H 0.287 1.741 -5.280
H -1.472 2.073 -4.860
*
```



Entry 4:
DFT (ωB97M-V/def2-TZVPD) results for the ion C6H7ClN3S with charge +1.

Values from the calculation:
HOMO-LUMO gap, eV: 8.529
E_HOMO, eV: -12.965
E_LUMO, eV: -4.436
Molar mass, g/mol: 188.7
ΔE to the lowest compared entry with this formula, charge and spin, kcal per mole: 0.00

Structure (ORCA input):
```
! wB97M-V def2-TZVPD RIJCOSX def2/J DEFGRID3
* xyz 1 1
C 1.913 0.187 -1.327
C 2.522 1.290 -0.833
C 0.680 -0.173 -0.812
C 0.450 0.693 0.251
C -1.361 -1.304 -0.545
C -0.646 0.370 1.134
N -0.027 -1.354 -0.987
N -1.466 -0.723 0.784
N -0.986 0.959 2.342
S 1.648 1.953 0.433
Cl -2.418 -0.326 -1.605
H 2.104 -0.436 -2.210
H 3.517 1.603 -0.971
H -1.703 -2.289 -0.858
H 0.107 -1.798 -1.938
H -2.170 -1.038 1.465
H -0.456 1.742 2.722
H -1.707 0.643 2.956
*
```



Entry 5:
DFT (ωB97M-V/def2-TZVPD) results for a structure of composition C14H26LaN2OS2.

Values from the calculation:
HOMO-LUMO gap, eV: 7.778
E_HOMO, eV: -18.649
E_LUMO, eV: -10.871
Molar mass, g/mol: 441.4

Structure (ORCA input):
```
! wB97M-V def2-TZVPD RIJCOSX def2/J DEFGRID3
* xyz 3 1
La 1.244 0.079 -0.245
S -0.520 2.359 -0.628
S -0.408 -2.289 -0.448
C -2.350 2.307 -0.428
C -0.406 2.386 -2.438
C -0.901 1.127 -3.140
N -0.147 -0.073 -2.653
C -0.858 -1.314 -3.050
C -0.292 -2.483 -2.273
H 0.651 2.571 -2.675
H -1.002 3.249 -2.749
H -0.764 1.240 -4.237
H -1.973 0.964 -2.940
H -0.740 -1.507 -4.127
H -1.928 -1.191 -2.843
H 0.774 -2.635 -2.487
H -0.843 -3.406 -2.459
C -2.239 -2.328 -0.298
H 0.722 -0.073 -3.196
H -2.760 -1.480 -0.765
H -2.474 -2.352 0.772
H -2.546 -3.274 -0.761
H -2.571 2.378 0.644
H -2.804 1.393 -0.834
H -2.752 3.194 -0.932
C 3.593 0.090 -1.401
C 4.148 0.160 -0.126
H 3.334 0.979 -1.999
H 3.760 -0.825 -1.987
H 4.354 1.110 0.381
H 4.740 -0.683 0.244
O 2.446 -0.367 1.761
C 2.185 0.093 3.104
C 0.709 0.152 3.263
C 0.214 0.031 4.556
C -1.175 -0.027 4.721
C -1.966 0.039 3.571
C -1.385 0.112 2.295
N -0.051 0.190 2.140
H 3.418 -0.293 1.535
H 2.597 -0.657 3.777
H 2.619 1.084 3.287
H 0.974 -0.016 5.348
H -1.599 -0.113 5.729
H -3.054 0.002 3.639
H -1.972 0.094 1.353
*
```



Entry 6:
DFT (ωB97M-V/def2-TZVPD) results for a structure of composition C37H62CrN7O8P3SSi4Te.

Values from the calculation:
HOMO-LUMO gap (spin up / spin down), eV: 6.334 / 6.742
E_HOMO (spin up / spin down), eV: -4.554 / -4.779
E_LUMO (spin up / spin down), eV: 1.781 / 1.962
Molar mass, g/mol: 1149.9
ΔE to the lowest compared entry with this formula, charge and spin, kcal per mole: 63.11

Structure (ORCA input):
```
! wB97M-V def2-TZVPD RIJCOSX def2/J DEFGRID3
* xyz -1 4
Cr 0.228 0.345 -0.507
C 3.105 -3.668 -2.291
C 3.040 -2.157 -2.344
O 4.207 -1.694 -3.027
P 1.540 -1.474 -3.209
O 1.020 -2.726 -4.093
O 2.022 -0.399 -4.175
O 0.433 -1.117 -2.249
P 2.909 -1.353 -0.686
O 4.392 -1.359 -0.043
O 2.559 0.074 -1.059
O 2.039 -2.189 0.187
H 3.071 -4.087 -3.296
H 2.273 -4.066 -1.712
H 4.043 -3.962 -1.818
H 4.270 -0.741 -2.890
H 0.368 -2.428 -4.740
H 2.096 0.729 -3.727
H 4.464 -2.105 0.562
C -0.883 0.950 -8.841
C -0.783 -0.198 -7.826
C -1.274 -1.495 -8.485
C 0.687 -0.377 -7.455
C -1.661 0.132 -6.616
C -3.050 0.245 -6.813
C -3.903 0.587 -5.790
C -3.363 0.811 -4.526
S -4.167 1.284 -3.084
C -2.612 1.296 -2.246
N -1.602 0.962 -2.971
C -1.993 0.693 -4.287
C -1.143 0.356 -5.350
C -2.632 1.619 -0.800
C -3.755 2.349 -0.394
C -3.995 2.634 0.932
C -3.107 2.139 1.865
C -1.980 1.434 1.458
C -1.656 1.155 0.122
H -0.312 0.709 -9.741
H -0.479 1.871 -8.416
H -1.916 1.140 -9.134
H -0.593 -1.787 -9.288
H -2.270 -1.385 -8.914
H -1.310 -2.309 -7.757
H 1.267 -0.546 -8.365
H 0.848 -1.232 -6.798
H 1.096 0.500 -6.955
H -3.468 0.077 -7.798
H -4.967 0.686 -5.964
H -0.084 0.294 -5.162
H -4.450 2.715 -1.140
H -4.858 3.218 1.225
H -3.274 2.313 2.919
H -1.321 1.089 2.243
C -2.751 -4.204 -0.578
N -1.434 -4.463 -0.010
C -1.564 -4.473 1.445
N -2.130 -3.245 1.999
C -3.413 -2.986 1.350
N -3.353 -2.960 -0.111
C -2.587 -1.803 -0.583
P -0.831 -1.751 0.057
C -0.431 -3.492 -0.456
C -1.205 -2.120 1.826
H -3.411 -5.028 -0.292
H -2.673 -4.176 -1.666
H -0.582 -4.643 1.889
H -2.223 -5.301 1.718
H -3.799 -2.027 1.703
H -4.109 -3.775 1.646
H -3.114 -0.894 -0.299
H -2.538 -1.829 -1.676
H 0.538 -3.753 -0.035
H -0.348 -3.517 -1.544
H -1.616 -1.229 2.306
H -0.253 -2.348 2.312
O 0.657 2.110 -1.132
N 0.851 3.343 -1.015
C 1.760 3.766 -1.886
C 2.229 5.109 -1.901
N 2.624 6.188 -1.946
C 2.148 2.773 -2.815
N 2.187 1.905 -3.557
C -0.613 -1.638 5.383
Si 1.071 -0.803 5.335
C 2.278 -2.025 4.571
C 1.565 -0.513 7.130
Si 1.134 1.181 4.100
Te 1.280 0.609 1.709
Si -0.558 2.594 4.884
C -0.177 3.311 6.582
C -0.795 4.008 3.676
C -2.200 1.695 5.082
Si 3.211 2.197 4.391
C 4.575 1.053 3.808
C 3.250 3.753 3.345
C 3.602 2.680 6.168
H -0.655 -2.329 6.229
H -0.813 -2.205 4.473
H -1.425 -0.919 5.496
H 1.976 -3.057 4.766
H 3.291 -1.882 4.955
H 2.316 -1.881 3.486
H 1.663 -1.468 7.652
H 0.813 0.085 7.653
H 2.514 0.020 7.206
H 0.716 3.938 6.559
H -0.003 2.518 7.314
H -1.013 3.922 6.931
H 0.016 4.736 3.758
H -1.744 4.526 3.840
H -0.787 3.632 2.651
H -2.206 1.092 5.992
H -2.402 1.020 4.249
H -3.021 2.414 5.146
H 4.411 0.780 2.762
H 4.598 0.129 4.389
H 5.549 1.542 3.890
H 2.807 3.546 2.367
H 4.274 4.101 3.187
H 2.675 4.561 3.805
H 3.831 1.804 6.778
H 2.775 3.204 6.648
H 4.474 3.339 6.178
*
```



Entry 7:
DFT (ωB97M-V/def2-TZVPD) results for a structure of composition C18H39F4HfNNbO2S.

Values from the calculation:
HOMO-LUMO gap, eV: 3.030
E_HOMO, eV: -16.795
E_LUMO, eV: -13.765
Molar mass, g/mol: 681.0

Structure (ORCA input):
```
! wB97M-V def2-TZVPD RIJCOSX def2/J DEFGRID3
* xyz 3 1
C 2.927 -1.747 -0.125
C 3.826 -1.001 0.878
S 3.589 0.822 0.847
C 1.957 1.160 1.538
Nb 1.087 3.154 0.889
N 2.961 4.064 0.957
C 1.192 2.641 -1.322
C 1.064 1.098 -1.478
C 0.313 0.666 -2.758
C -0.315 -0.735 -2.408
C -0.558 -1.683 -3.590
C -1.722 -2.693 -3.340
C -1.944 -3.258 -1.921
C -0.884 -4.247 -1.399
C -0.730 -4.254 0.107
C -1.895 -4.907 0.899
O -3.063 -5.039 0.147
C -4.095 -4.158 0.526
C 0.668 3.650 3.080
O -0.212 2.642 3.534
C -0.860 2.934 4.706
F -0.211 3.799 5.432
F -2.031 3.413 4.480
F -0.975 1.843 5.366
C 0.226 5.246 0.318
C -1.261 5.154 0.066
F 0.863 5.648 -0.771
H 1.865 -1.415 -0.084
H 2.943 -2.808 0.093
H 3.300 -1.659 -1.138
H 3.645 -1.390 1.873
H 4.860 -1.162 0.597
H 1.312 0.277 1.285
H 2.065 1.138 2.623
H -0.594 2.366 0.864
H 2.849 4.963 1.439
H 3.625 3.570 1.564
H 2.117 3.002 -1.767
H 0.397 3.148 -1.867
H 0.402 0.674 -0.698
H 2.024 0.596 -1.498
H -0.535 1.327 -2.895
H 0.972 0.680 -3.617
H -1.224 -0.525 -1.845
H 0.421 -1.250 -1.769
H -0.681 -1.170 -4.535
H 0.360 -2.263 -3.686
H -2.664 -2.219 -3.603
H -1.621 -3.542 -4.010
H -2.095 -2.486 -1.143
H -2.874 -3.813 -1.967
H -1.011 -5.249 -1.791
H 0.075 -3.913 -1.809
H 0.159 -4.841 0.329
H -0.530 -3.244 0.538
H -2.112 -4.282 1.774
H -1.599 -5.902 1.210
H -3.731 -3.183 0.906
H -4.767 -3.943 -0.295
H -4.697 -4.626 1.304
H 1.585 3.623 3.666
H 0.227 4.651 3.137
H 0.508 5.972 1.091
H -1.712 5.971 0.631
H -1.681 4.186 0.348
H -1.453 5.361 -0.981
Hf -0.048 -0.830 1.068
*
```